1.
# C41H45Cl2IrN7O4P2

C41H45Cl2IrN7O4P2 as an isolated structure (the ωB97M-V functional and the def2-TZVPD basis, the Open Molecules 2025 dataset).

```
102
C41H45Cl2IrN7O4P2 (the ωB97M-V functional and the def2-TZVPD basis)
Ir -1.5470 0.6036 -0.5611
Cl -2.3204 0.5206 -3.4419
Cl -5.5596 -1.9351 0.1396
P 0.7417 -2.4326 -1.0637
P 2.4888 -0.0631 -0.1787
O -3.4875 4.4221 -1.4057
O -2.9132 2.5687 -0.3100
O 1.3683 0.9225 -0.1128
O -0.4357 -1.5882 -0.7228
N -2.5179 4.2565 3.0656
N -1.3923 0.6748 1.7311
N -0.4506 2.4497 -1.3516
N -3.8630 3.0557 1.5814
N -0.7856 0.7098 3.8385
N -2.9067 4.9909 0.8912
N -3.1317 -0.4859 -0.7310
C -3.8344 -0.2495 -3.0510
C -1.3130 3.5656 -1.7838
C -1.8986 -0.1001 3.7610
C 0.4918 -3.3367 -2.5914
C -5.9504 -1.1056 -3.7432
C 3.1990 -2.2203 3.7881
C 1.4468 -4.2013 -3.1238
C -0.0210 -4.6630 -4.9686
C -2.2642 -0.1165 2.4481
C 0.1511 -4.9098 2.0428
C 4.2714 -2.0157 2.9291
C 4.0785 -1.3467 1.7297
C -0.7219 -3.1402 -3.2457
C 2.2437 -1.4333 -1.3553
C 4.3766 1.8917 0.0097
C 2.4730 -5.1632 1.4577
C 4.9050 0.2091 -1.6300
C -0.5774 5.1613 0.0706
C 1.3885 -5.5026 2.2554
C 2.3217 -4.2317 0.4422
C -5.2469 -1.3621 -1.4658
C -0.5236 1.1501 2.5920
C 1.7379 -1.0765 2.2602
C 1.0851 -3.6286 0.2315
C -0.7105 4.9383 -1.4446
C -2.7092 3.4881 -1.1497
C -0.0215 1.0131 5.0365
C -0.9745 -3.8071 -4.4374
C 5.5621 2.5465 -0.2774
C 6.0932 0.8691 -1.9184
C 2.8108 -0.8740 1.3941
C 1.9342 -1.7555 3.4536
C -6.1887 -1.5586 -2.4499
C 1.1891 -4.8621 -4.3132
C -1.7622 5.8821 0.7305
C 6.4227 2.0322 -1.2405
C -4.7597 -0.4548 -4.0466
C -4.0208 -0.6754 -1.7000
C -0.0036 -3.9699 1.0349
C -3.0947 4.1135 1.8504
C 4.0409 0.7149 -0.6626
H 0.2909 0.0917 5.5248
H -2.1054 6.7114 0.1138
H 0.8656 1.5758 4.7575
H -2.1929 5.1686 3.3354
H 4.9160 -1.1805 1.0616
H -2.3039 -0.5950 4.6272
H -1.9175 -3.6573 -4.9470
H -7.1095 -2.0716 -2.2081
H 0.3150 5.7557 0.2743
H -0.2201 -5.1835 -5.8964
H -0.6953 -5.1810 2.6604
H -4.0222 2.3639 2.2936
H 0.7521 -0.7360 1.9677
H -1.3491 5.7052 -1.8818
H 7.3513 2.5413 -1.4630
H -0.4317 4.2074 0.5922
H -2.8375 3.6687 3.8162
H -6.6910 -1.2617 -4.5152
H 0.3149 1.7831 2.3543
H -3.0695 -0.6363 1.9518
H 3.1279 -2.0748 -1.3651
H -1.4484 6.3075 1.6837
H 6.7587 0.4739 -2.6745
H 5.8178 3.4577 0.2473
H 3.6987 2.2913 0.7547
H 2.3867 -4.3704 -2.6091
H 4.6600 -0.6936 -2.1737
H 5.2566 -2.3754 3.1957
H 3.1773 -3.9752 -0.1721
H -1.4434 3.4900 -2.8639
H 2.1185 -0.9890 -2.3467
H 0.2684 5.0282 -1.9218
H 3.3490 -2.7529 4.7187
H 0.2377 2.2162 -2.0576
H -0.6140 1.6008 5.7361
H 1.5100 -6.2331 3.0450
H 1.0962 -1.9390 4.1157
H -0.9589 -3.4862 0.8656
H -3.3915 4.7971 -0.0051
H -1.4553 -2.4712 -2.8124
H 1.9263 -5.5363 -4.7289
H 3.4367 -5.6264 1.6261
H -3.8123 2.7265 0.6053
H -4.5570 -0.1112 -5.0519
H 0.0801 2.6911 -0.5174
```

Values from the calculation:
Orbital gap (spin up / spin down): 7.014 / 7.327 eV
Charge: +1
Multiplicity: 5

Mulliken atomic charge list, values in e, 2 entries:
1. Ir 3.0667
2. Cl -0.2391

=====

2.
# C41H46ClF19O4Si

A 3-piece molecular cluster, C41H46ClF19O4Si overall (the ωB97M-V functional and the def2-TZVPD basis, the Open Molecules 2025 dataset).

```
112
C41H46ClF19O4Si (the ωB97M-V functional and the def2-TZVPD basis)
Cl 4.7472 0.6590 -4.1447
Si 2.6458 -1.4365 -0.1776
F -5.2170 -1.8382 0.4291
F -2.1668 -7.8171 -0.1885
F -6.9169 1.3019 -0.1468
F -3.0443 -5.8650 1.5615
F 1.4903 1.4830 1.8330
F -3.3944 -6.2894 -1.1328
F 2.8919 5.1977 -2.4362
F 3.2981 2.5212 2.9902
F -3.6871 -3.2710 -0.1307
F 2.1778 -6.6957 -1.5213
F -5.4070 -4.5439 -1.8580
F -5.1087 -2.4468 -2.3540
F -7.5271 -1.3875 0.3347
F -5.5288 0.0055 -1.2122
F 2.3185 -7.4310 1.1997
F 0.8424 -5.5499 -0.2562
F -9.0471 -0.4068 -0.8586
F 0.2141 -7.9891 1.1517
F -0.8899 -5.7662 1.3252
O 4.2530 3.5328 0.3518
O 5.5188 5.0919 -1.2510
O -7.6702 -1.8124 -1.8902
O 0.0088 -7.1685 -1.6114
C -5.6731 -3.2695 -1.4299
C 1.4005 -1.3086 -1.6914
C -1.0102 1.9238 -0.0617
C 3.4442 2.9212 -3.0920
C -0.7640 3.4937 -0.4578
C 3.1656 3.8662 -1.7783
C 1.1981 4.6749 3.9979
C -7.1985 -3.0913 -1.4593
C 3.2804 6.4957 5.2510
C 3.7298 0.1526 -0.2310
C -0.5112 -1.9906 4.0714
C 2.2285 5.7891 4.6182
C 1.5801 -1.6556 1.4087
C 1.3145 -7.8268 0.3727
C 0.6310 4.1766 -0.9760
C 2.7991 3.3278 0.6632
C 2.8681 2.0102 1.6343
C -0.0838 -1.5897 1.2493
C 1.0718 -6.7961 -0.7357
C 4.5232 4.2735 -0.8897
C -1.1076 -1.7559 2.5614
C -1.1080 -6.2764 -1.6336
C -2.1729 -6.5063 -0.5506
C 1.9806 3.2762 -0.7557
C -5.0329 -3.0863 -0.0588
C 6.0141 3.1743 -4.0808
C -2.0578 -5.5940 0.6649
C -2.0888 4.5085 -0.3513
C -2.0433 6.1088 -0.7567
C -7.7497 -0.8153 -0.8730
C 2.1318 -1.9403 2.9312
C -3.7577 2.3485 0.6239
C -6.8318 0.3820 -1.1444
C -2.4739 1.3197 0.4769
C 1.0795 4.6897 2.3527
C 1.1221 -2.1027 4.2471
C 4.9458 2.2666 -3.1689
C -3.5247 3.9177 0.1784
C 3.9787 0.8821 1.2142
C 3.6854 -3.0584 -0.5202
C 2.5161 4.7084 1.5641
H -0.1328 1.1490 -0.1331
H -7.0909 0.8706 -2.0877
H -1.2195 -2.0760 5.0127
H 0.3818 3.7783 2.0684
H 1.6442 -2.2685 5.2968
H 0.5176 5.7037 2.0789
H 0.4746 -2.0202 -1.5769
H -2.5520 0.1671 0.7773
H 2.6749 2.0383 -3.1330
H 7.0725 2.6492 -4.1710
H 3.2998 0.8407 -1.0738
H 4.8057 -0.1926 -0.6163
H 1.5770 -8.8017 -0.0472
H -4.7650 1.9074 1.0369
H -2.2951 -1.6971 2.4556
H 3.4470 4.9676 2.2460
H 3.2852 3.5810 -4.0735
H -7.5777 -3.7879 -2.2174
H -2.9216 6.7363 -0.2560
H 4.2126 6.9949 5.7918
H -1.5953 -6.4785 -2.5957
H 1.5905 2.1893 -1.0315
H 1.4379 3.5797 4.4044
H -7.6787 -3.4156 -0.5281
H -2.2736 6.1475 -1.9272
H 1.9599 -1.6430 -2.6910
H 5.1084 1.2588 1.2957
H 4.1492 -2.9400 -1.5964
H -0.7964 -5.2271 -1.7022
H 4.5333 -3.1141 0.2898
H -4.4621 4.6383 0.2852
H 6.2090 4.2374 -3.6321
H 3.2938 -2.0025 3.1385
H 1.0718 -0.1815 -1.8976
H 3.9002 0.0202 2.0370
H 5.5012 3.3473 -5.1424
H -2.1476 -4.5412 0.3832
H 5.4010 1.9401 -2.1402
H 0.4898 4.3690 -2.1458
H -0.9931 6.6115 -0.6245
H -0.6310 -1.4281 0.2164
H -5.4269 -3.8056 0.6645
H 0.7073 5.2542 -0.4862
H 2.4566 5.5943 0.7696
H 2.9503 -3.9698 -0.5204
H 0.1057 4.9170 4.4072
```

Values from the calculation:
Orbital gap: 8.255 eV
SMILES: C#CCCC[C@]1(C(F)(F)CC[Si](C)(C)c2ccccc2)OC(=O)[C@@](F)(C[C@H](C)Cl)[C@@H]1Cc1ccccc1C.FC(F)C(F)(F)COC(F)(F)C(F)F.FC(F)C(F)(F)COC(F)(F)C(F)F

Mulliken atomic charge list, values in e, 2 entries:
1. Cl -0.2149
2. Si -0.5714

=====

Across the entries above, total energy takes the values -3980.89190, -4537.01981 Ha, respectively.
Across the entries above, max |F| takes the values 4.16, 9.65 eV Å⁻¹, respectively.